21
Properties=species:S:1:pos:R:3:forces:R:3:lowdin_charge:R:1 method="wB97M-V/def2-TZVPD" gap_ev=6.15 charge=-1 lumo_energy_ev=3.658 smiles=CCN[C@H](CN)C[S-]
C -2.035 -0.426 -1.627 0.037 -1.028 -0.865 -0.11
C -0.508 -0.282 -1.534 0.427 0.343 0.269 -0.29
N -0.097 0.769 -0.614 -0.213 -0.010 0.495 -0.08
C 0.834 0.392 0.478 -0.636 -0.044 -1.013 -0.47
C 0.104 -0.418 1.564 0.266 0.317 -0.177 -0.25
N 0.240 -1.866 1.521 -0.453 -0.597 0.195 -0.02
C 1.431 1.699 0.960 0.325 0.293 0.069 -0.75
S 2.655 2.389 -0.209 -0.223 0.103 -0.099 0.10
H -2.379 -0.561 -2.663 0.145 0.264 0.035 0.05
H -2.340 -1.368 -1.162 -0.168 0.178 0.393 0.05
H -2.577 0.401 -1.196 0.053 0.262 0.229 0.06
H -0.036 -0.115 -2.508 -0.273 0.096 -0.186 0.10
H -0.079 -1.233 -1.204 -0.039 -0.021 0.049 0.09
H 0.339 1.553 -1.091 0.137 -0.138 -0.135 0.04
H 1.623 -0.212 0.003 0.237 -0.134 0.482 0.11
H -0.959 -0.209 1.518 -0.234 0.178 -0.094 0.10
H 0.432 -0.033 2.530 0.164 -0.233 0.202 0.10
H 1.188 -2.186 1.398 0.159 0.184 -0.116 0.05
H -0.331 -2.276 0.787 0.258 0.183 0.121 0.04
H 0.585 2.375 1.117 -0.012 0.172 -0.036 0.05
H 1.910 1.606 1.932 0.042 -0.369 0.184 0.03